{"formula": "C3H6ClOPS", "method": "the ωB97M-V functional and the def2-TZVPD basis", "spin_multiplicity": 1, "gap_ev": [6.451, 6.448], "lumo_energy_ev": [-2.1, -2.1], "symbols": ["C", "C", "C", "O", "P", "S", "Cl", "H", "H", "H", "H", "H", "H"], "coordinates": [[0.247353, -0.393139, 0.986203], [-0.230079, 0.058444, -0.391134], [-1.870281, 0.166888, -0.590541], [0.392539, 1.120961, -0.851511], [2.896618, -0.114074, -0.377662], [1.670497, -1.498067, 0.542227], [3.411428, 1.431783, 0.801721], [0.715294, 0.403479, 1.519020], [-0.409120, -0.999840, 1.582123], [-0.111340, -0.747763, -1.182836], [-2.372766, -0.904219, -0.523198], [-2.086781, 0.478205, -1.600003], [-2.253363, 0.997342, 0.085592]], "forces_ev_per_a": [[0.375, -0.764, -1.009], [-2.586, -1.148, -2.112], [0.234, -0.580, 1.545], [2.109, 0.317, 0.422], [-1.539, -0.122, -0.699], [0.664, 0.760, -0.129], [-0.299, 0.075, 0.465], [-0.220, 0.743, 0.551], [-0.404, -0.118, 0.260], [0.194, -0.250, 1.101], [1.007, 2.309, 0.549], [0.399, 0.220, -0.381], [0.065, -1.442, -0.563]], "mulliken_charge": [-0.616, 0.402, -1.181, -0.645, 0.375, -0.097, -0.133, 0.338, 0.370, 0.214, 0.306, 0.352, 0.316]}

{"formula": "C3H6CuO2", "method": "the ωB97M-V functional and the def2-TZVPD basis", "total_charge": 1, "spin_multiplicity": 1, "gap_ev": 7.268, "lumo_energy_ev": -6.2, "symbols": ["O", "Cu", "H", "C", "C", "H", "H", "O", "C", "H", "H", "H"], "coordinates": [[-0.833429, -0.502268, -2.050884], [-2.903221, -0.835957, -2.570934], [-0.173664, -1.013459, -2.545858], [0.886864, 0.366847, -0.765613], [0.864040, 0.434438, 0.518448], [-0.505961, 0.589407, -1.814102], [1.648583, 0.481408, -1.531425], [0.782831, -0.200525, 2.839339], [0.046964, 0.062423, 1.673044], [-0.644797, 0.922108, 1.799368], [1.410894, 0.514279, 2.983921], [-0.579109, -0.818703, 1.464699]], "forces_ev_per_a": [[-1.767, 2.773, -0.251], [1.153, 0.166, 0.258], [0.097, 0.614, 0.081], [2.832, 1.770, 5.170], [-1.443, -1.274, -5.654], [-0.484, -4.280, -0.691], [-0.526, -0.250, -0.197], [-0.041, -0.130, -0.035], [-0.403, 0.685, 1.049], [0.116, -0.313, 0.172], [0.005, 0.048, 0.129], [0.461, 0.190, -0.032]], "mulliken_charge": [-0.555, 0.748, 0.310, -0.918, 0.311, 0.460, 0.388, -0.492, -0.090, 0.236, 0.328, 0.275]}

{"formula": "C3H6CuO3", "method": "the ωB97M-V functional and the def2-TZVPD basis", "total_charge": 1, "s2": 2.012, "spin_multiplicity": 3, "gap_ev": [8.553, 8.648], "lumo_energy_ev": [-4.4, -7.5], "symbols": ["O", "Cu", "C", "O", "C", "C", "O", "H", "H", "H", "H", "H", "H"], "coordinates": [[1.825768, 2.509951, 0.619990], [0.414613, 1.675858, 0.067876], [-2.004094, -0.176392, -0.061961], [-0.594960, 0.093983, -0.024503], [0.233466, -1.053449, -0.107725], [1.573027, -0.566564, -0.605382], [2.662283, -0.752829, -0.221224], [-2.511800, 0.776675, -0.237371], [-2.218087, -0.877035, -0.878727], [-2.318194, -0.598421, 0.900856], [-0.170821, -1.784883, -0.826266], [0.364996, -1.520592, 0.881767], [2.743799, 2.273692, 0.492664]], "forces_ev_per_a": [[-0.444, 0.721, 0.495], [0.276, 0.140, -0.304], [-0.834, -0.055, 0.233], [-0.171, -0.028, -0.282], [0.280, -1.318, 0.241], [0.577, 0.719, 0.100], [-0.399, -0.376, -0.218], [0.101, -0.273, 0.037], [0.079, 0.239, 0.187], [0.058, 0.079, -0.271], [0.090, 0.256, 0.217], [-0.217, 0.123, -0.208], [0.603, -0.227, -0.226]], "lowdin_spin": [0.552, 0.479, 0.005, 0.031, 0.146, 0.467, 0.294, 0.001, 0.002, 0.001, 0.001, 0.011, 0.010]}

{"formula": "C3H6CuO3", "method": "the ωB97M-V functional and the def2-TZVPD basis", "total_charge": 2, "s2": 0.754, "spin_multiplicity": 2, "gap_ev": [8.495, 4.934], "lumo_energy_ev": [-11.8, -15.2], "symbols": ["H", "O", "C", "O", "Cu", "O", "C", "C", "H", "H", "H", "H", "H"], "coordinates": [[1.478597, -0.045168, -0.034676], [-1.376813, -0.696693, 0.569980], [-0.396122, -0.006523, 0.308555], [0.763026, -0.667663, 0.362101], [-0.197014, -2.191775, 1.065021], [-0.222170, 1.153885, -0.218523], [-0.354577, 1.333075, -1.670137], [0.770299, 2.225745, -2.115413], [-1.341824, 1.773901, -1.845152], [-0.302465, 0.334238, -2.117459], [1.017946, 2.963461, -1.342027], [0.442408, 2.760969, -3.015824], [1.665667, 1.642530, -2.364250]], "forces_ev_per_a": [[-0.453, -1.368, 0.847], [-0.239, -0.628, 1.002], [1.041, 2.463, -3.033], [1.784, 0.708, 0.090], [-0.652, -0.792, 0.287], [-1.094, -0.925, 2.656], [-0.608, 0.404, -1.961], [0.272, 0.115, -0.106], [0.186, -0.132, 0.213], [-0.138, 0.130, 0.002], [-0.147, -0.057, -0.260], [0.169, -0.111, 0.197], [-0.122, 0.192, 0.067]], "lowdin_spin": [0.007, 0.219, 0.006, 0.048, 0.630, 0.071, 0.007, 0.007, 0.004, 0.000, 0.000, 0.000, 0.001]}

{"formula": "C3H6EuF3O", "method": "the ωB97M-V functional and the def2-TZVPD basis", "total_charge": 1, "s2": 15.763, "spin_multiplicity": 8, "gap_ev": [6.083, 6.255], "lumo_energy_ev": [-5.6, -5.4], "symbols": ["H", "C", "F", "F", "F", "Eu", "C", "O", "C", "H", "H", "H", "H", "H"], "coordinates": [[1.186765, 0.586458, 0.067193], [0.471631, 0.555335, -0.768526], [-0.561218, 1.408999, -0.490161], [1.073281, 0.964697, -1.895553], [-0.064678, -0.644241, -1.032696], [-0.762149, 0.466162, 3.686986], [2.979913, 1.014653, 2.851929], [2.448240, -0.037238, 2.105269], [1.366550, -0.719843, 2.751268], [3.781445, 1.482008, 2.264268], [2.212090, 1.782195, 3.073548], [3.400274, 0.656357, 3.808416], [0.990986, -1.479845, 2.046081], [1.805547, -1.319787, 3.577861]], "forces_ev_per_a": [[-0.232, -0.480, -0.191], [0.068, 0.427, -0.803], [0.348, -0.325, 0.026], [-0.280, 0.072, 0.535], [0.210, 0.238, 0.602], [0.751, -0.238, -0.425], [0.390, -0.035, 0.221], [-0.815, -0.061, -0.258], [0.001, -0.029, 0.386], [-0.271, -0.137, 0.193], [-0.005, 0.010, -0.004], [-0.108, 0.152, -0.200], [0.186, 0.237, -0.030], [-0.244, 0.171, -0.052]], "lowdin_spin": [0.000, 0.000, 0.000, 0.000, 0.000, 7.045, 0.000, -0.009, -0.036, 0.000, 0.001, 0.000, -0.001, -0.001]}

{"formula": "C3H6F10Li4N5O23S10", "method": "the ωB97M-V functional and the def2-TZVPD basis", "total_charge": -1, "spin_multiplicity": 1, "gap_ev": 3.714, "lumo_energy_ev": -2.8, "symbols": ["Li", "Li", "Li", "Li", "N", "S", "O", "O", "F", "S", "O", "O", "F", "N", "S", "O", "O", "F", "S", "O", "O", "F", "N", "S", "O", "O", "F", "S", "O", "O", "F", "N", "S", "O", "O", "F", "S", "O", "O", "F", "N", "S", "O", "O", "F", "S", "O", "O", "F", "C", "O", "C", "O", "O", "C", "H", "H", "H", "H", "H", "H"], "coordinates": [[2.359220, -4.671738, -0.481348], [8.310147, 2.124279, 0.279347], [2.262028, 4.154283, -6.300431], [-1.043417, -3.537821, -4.076584], [-3.777603, -6.368082, -3.809797], [-3.226631, -7.619499, -2.735047], [-4.100757, -8.594022, -2.036051], [-1.958226, -7.177192, -2.115689], [-2.819232, -8.685649, -3.953730], [-5.154586, -6.495423, -3.251206], [-5.346574, -6.090714, -1.863126], [-6.071342, -7.475956, -3.865541], [-5.639155, -5.150790, -4.087711], [1.665111, 4.249074, 8.424336], [2.135886, 2.962824, 7.353371], [2.386797, 1.644089, 7.906106], [2.662633, 3.291222, 6.023265], [0.578829, 2.882185, 6.908475], [3.195486, 4.599257, 8.534015], [3.920048, 5.254297, 7.508060], [3.924580, 3.760464, 9.469758], [2.909934, 5.923879, 9.421182], [9.139818, -1.735071, 0.791113], [9.524537, -2.779310, -0.257792], [8.581734, -2.987720, -1.313806], [10.395347, -3.841263, 0.157173], [10.522772, -1.815533, -0.935880], [8.074164, -2.836427, 1.618955], [8.799251, -3.718712, 2.562776], [6.830008, -3.218265, 0.936411], [7.371823, -1.773951, 2.532771], [0.690594, -1.336276, -1.183261], [-0.094442, -0.627713, -0.066358], [-0.937620, 0.558462, -0.396320], [0.445428, -0.875866, 1.253658], [-1.162629, -1.865025, -0.122550], [1.875361, -0.118131, -1.296843], [2.873765, 0.104597, -0.272114], [1.426330, 1.087558, -2.033438], [2.763103, -0.945615, -2.376450], [-0.901548, -1.403732, -7.290166], [0.210549, -0.882569, -8.272320], [1.139631, 0.187754, -7.852648], [0.001149, -1.064330, -9.698639], [1.110849, -2.204897, -8.024024], [-1.752666, 0.059994, -7.377193], [-2.700087, 0.146392, -8.510281], [-1.222027, 1.330905, -6.802693], [-2.832151, -0.329811, -6.186017], [-7.095955, 3.179305, 3.145976], [-5.950291, 3.922738, 3.606773], [-5.693713, 5.278568, 3.582902], [-4.732555, 5.815933, 4.143970], [-6.584980, 5.936520, 2.774607], [-6.332901, 7.405182, 2.722623], [-6.673032, 2.619601, 2.311731], [-7.919322, 3.757812, 2.727046], [-7.499214, 2.554672, 3.943049], [-7.044718, 7.942490, 2.095957], [-5.327755, 7.668598, 2.393396], [-6.491783, 7.824171, 3.716254]], "forces_ev_per_a": [[0.025, 0.385, 0.270], [-0.053, -0.524, 0.215], [-0.323, -0.415, -0.001], [-0.486, 0.152, -0.109], [4.910, -3.119, 1.853], [3.516, -3.800, -0.649], [1.743, 3.291, -0.860], [-2.371, -0.637, -1.151], [0.489, 1.503, 0.864], [-10.473, 2.840, -0.929], [0.458, -0.800, -1.445], [2.168, 1.302, 1.673], [-0.015, -0.248, 0.567], [2.737, -2.717, -2.770], [-5.303, -2.186, -3.395], [0.311, 1.930, -0.166], [0.491, -0.257, 2.527], [-0.089, -0.750, 0.185], [1.924, 4.360, 5.760], [0.476, -0.567, -1.576], [-0.262, 0.110, -1.289], [-0.192, 0.106, 0.683], [-3.644, -1.578, 3.476], [3.173, -1.132, -4.126], [-0.400, -0.628, 0.238], [-1.023, -0.186, 0.093], [1.734, 1.476, -1.344], [-1.517, 0.081, 3.188], [-1.895, 1.863, -2.681], [2.670, -0.644, 0.039], [0.723, 1.144, 0.967], [4.342, 2.527, -1.779], [-7.121, -0.323, 4.075], [2.938, -2.896, 0.891], [-0.031, 1.452, -1.206], [-0.695, 0.367, 0.070], [2.286, 1.825, -3.590], [-1.736, -0.722, -0.412], [0.724, -2.816, 1.519], [-0.471, 0.067, 0.028], [-1.397, 4.112, -0.022], [6.318, -2.571, -3.028], [-2.140, -1.333, -0.438], [-0.684, 1.270, 1.658], [0.290, 0.094, 0.440], [-6.058, 2.077, 2.149], [3.006, -0.132, 1.842], [-0.287, -3.202, -1.689], [1.227, -0.160, -0.607], [0.288, 0.630, -1.016], [0.680, 1.823, 1.042], [0.892, 0.164, 0.044], [-2.791, -1.846, -1.402], [0.763, 1.209, 0.318], [-0.186, -0.331, 0.699], [-0.364, -0.512, 0.218], [0.220, 0.493, 0.228], [0.458, 0.035, 0.027], [-0.229, -0.905, -0.344], [-0.001, -0.516, 0.057], [0.254, -0.236, 0.120]], "mulliken_charge": [0.987, 0.991, 0.999, 0.980, -0.281, 1.074, -0.468, -0.624, -0.296, 1.107, -0.571, -0.592, -0.340, -0.258, 1.053, -0.559, -0.556, -0.294, 1.123, -0.562, -0.604, -0.343, -0.335, 1.084, -0.579, -0.576, -0.289, 1.035, -0.538, -0.547, -0.246, -0.273, 1.057, -0.538, -0.539, -0.323, 1.034, -0.529, -0.578, -0.291, -0.216, 1.016, -0.569, -0.556, -0.320, 1.050, -0.546, -0.542, -0.310, -0.579, -0.321, 0.755, -0.543, -0.316, -0.617, 0.259, 0.295, 0.250, 0.248, 0.284, 0.285]}

{"formula": "C3H6F14Na4O5P3", "method": "the ωB97M-V functional and the def2-TZVPD basis", "total_charge": 2, "s2": 0.760, "spin_multiplicity": 2, "gap_ev": [6.650, 1.320], "lumo_energy_ev": [-7.8, -13.1], "symbols": ["Na", "Na", "Na", "Na", "P", "F", "F", "F", "F", "F", "F", "P", "F", "F", "F", "F", "F", "F", "O", "P", "O", "F", "F", "C", "O", "C", "O", "O", "C", "H", "H", "H", "H", "H", "H"], "coordinates": [[1.154122, -1.927739, -1.082378], [-2.021828, -0.052009, 2.617332], [3.935642, 2.067991, 3.718952], [0.790732, 4.710781, 1.876232], [-1.264748, -1.901869, 5.004522], [-1.690888, -0.408219, 5.554452], [-0.176808, -1.259679, 3.966112], [-0.026338, -2.119989, 6.014192], [-0.846488, -3.432439, 4.461482], [-2.284278, -2.761649, 5.941282], [-2.489198, -1.846589, 3.845852], [-2.261518, -1.132189, -0.753498], [-1.278288, -1.113729, -2.089888], [-3.299758, -2.260649, -1.324278], [-1.447148, -2.254559, 0.037962], [-3.377218, -1.208689, 0.464272], [-1.412778, 0.003951, 0.005692], [-3.135718, 0.070341, -1.437218], [1.247682, 2.478131, 0.999302], [1.381252, 1.010761, 1.332352], [1.473962, -0.109909, 0.272302], [0.059642, 0.772301, 2.296262], [2.627662, 0.855211, 2.437582], [0.913992, -0.780019, -5.217808], [0.614032, 0.470551, -4.635268], [1.082732, 0.899051, -3.402938], [1.551102, 0.168801, -2.520808], [1.084232, 2.208651, -3.426728], [1.468452, 2.986271, -2.356818], [1.977222, -0.912989, -5.417708], [0.276892, -0.799249, -6.102028], [0.693812, -1.707469, -4.689168], [0.663532, 2.746071, -1.662188], [1.635842, 3.966991, -2.802098], [2.380462, 2.573781, -1.925308]], "forces_ev_per_a": [[-0.613, 0.214, 0.514], [-0.409, -0.803, -0.110], [0.186, -0.355, 0.257], [-0.211, -0.447, -0.321], [0.002, -5.191, 1.042], [0.411, -1.267, -0.630], [-0.808, 0.882, -0.740], [-0.668, 1.466, 0.729], [-0.142, 1.321, -1.245], [0.167, 2.220, 0.231], [1.142, 0.942, 0.331], [-6.044, -0.777, 0.255], [0.493, -0.524, 0.952], [2.042, 0.272, -1.892], [1.641, -0.161, -0.821], [1.134, 1.813, 1.407], [0.852, 0.383, 0.249], [0.826, -0.593, -0.035], [0.916, -0.750, 0.668], [-1.956, -2.081, -1.625], [0.311, 3.253, 3.364], [2.627, 0.213, -1.114], [-1.588, 0.227, -1.122], [-0.850, 0.606, -1.254], [-0.144, -0.973, 0.620], [2.658, 0.228, 2.459], [-1.751, 1.117, -2.663], [-1.225, -2.879, -3.491], [0.726, -0.345, 1.425], [0.612, 0.413, 0.043], [0.325, 0.010, -0.082], [-0.426, 0.025, 1.115], [0.048, 1.300, 0.690], [-0.479, 0.096, 0.704], [0.196, 0.145, 0.089]], "lowdin_spin": [0.000, 0.000, 0.000, 0.000, 0.000, 0.000, 0.000, 0.000, 0.001, 0.000, 0.000, 0.000, 0.001, 0.001, 0.000, 0.000, 0.000, 0.000, 0.001, 0.000, 0.002, 0.000, 0.000, 0.120, 0.517, -0.003, 0.149, 0.071, 0.018, 0.048, 0.002, 0.058, 0.009, 0.001, 0.004]}

{"formula": "C3H6F2O", "method": "the ωB97M-V functional and the def2-TZVPD basis", "spin_multiplicity": 1, "gap_ev": 11.865, "lumo_energy_ev": 0.9, "smiles": "OC(CF)CF", "symbols": ["O", "C", "C", "F", "C", "F", "H", "H", "H", "H", "H", "H"], "coordinates": [[0.081090, 1.365054, 0.323229], [-0.038907, 0.024443, -0.245095], [-1.293543, -0.425993, 0.491071], [-2.382558, -0.130866, -0.453628], [1.180292, -0.829421, 0.141057], [2.357904, -0.033095, -0.248601], [0.721739, 1.921879, -0.285655], [-0.225073, 0.127127, -1.337948], [-1.213339, -1.648820, 0.766965], [-1.366429, 0.202046, 1.448383], [1.380350, -1.751268, -0.347509], [1.188865, -0.909920, 1.167796]], "forces_ev_per_a": [[2.479, 1.072, -2.528], [-0.239, 0.991, 0.576], [-0.473, -2.183, -0.419], [1.350, -0.812, 2.179], [1.207, 2.940, -2.510], [-1.320, -0.878, 0.607], [-1.786, -1.768, 1.911], [0.202, -0.478, 0.739], [-0.799, 3.301, -0.915], [-0.381, -1.058, -1.532], [-0.565, -0.862, -0.479], [0.323, -0.266, 2.371]], "mulliken_charge": [-0.554, 0.154, -0.342, -0.314, -0.376, -0.329, 0.318, 0.321, 0.231, 0.286, 0.310, 0.295]}

Number 1: calculated total energy -37899.676 eV. Number 2: calculated total energy -51930.505 eV. Number 3: calculated total energy -53978.929 eV. Number 4: calculated total energy -53967.096 eV. Number 5: calculated total energy -32727.304 eV. Number 6: calculated total energy -194084.014 eV. Number 7: calculated total energy -97022.685 eV. Number 8: calculated total energy -10689.125 eV.